{
  "formula": "C52H118O29",
  "method": "wB97M-V/def2-TZVPD",
  "charge": 0,
  "multiplicity": 1,
  "total_energy_ha": -4233.5256,
  "symbols": ["C", "O", "C", "O", "O", "C", "H", "H", "H", "H", "H", "H", "C", "O", "C", "O", "O", "C", "H", "H", "H", "H", "H", "H", "C", "O", "C", "C", "O", "C", "C", "O", "C", "H", "H", "H", "H", "H", "H", "H", "H", "H", "H", "H", "H", "H", "H", "C", "O", "C", "C", "O", "C", "C", "O", "C", "H", "H", "H", "H", "H", "H", "H", "H", "H", "H", "H", "H", "H", "H", "C", "O", "C", "C", "O", "C", "C", "O", "C", "H", "H", "H", "H", "H", "H", "H", "H", "H", "H", "H", "H", "H", "H", "C", "O", "C", "C", "O", "C", "C", "O", "C", "H", "H", "H", "H", "H", "H", "H", "H", "H", "H", "H", "H", "H", "H", "C", "O", "C", "C", "O", "C", "C", "O", "C", "H", "H", "H", "H", "H", "H", "H", "H", "H", "H", "H", "H", "H", "H", "C", "O", "C", "C", "O", "C", "C", "O", "C", "H", "H", "H", "H", "H", "H", "H", "H", "H", "H", "H", "H", "H", "H", "C", "O", "C", "C", "O", "C", "C", "O", "C", "H", "H", "H", "H", "H", "H", "H", "H", "H", "H", "H", "H", "H", "H", "O", "C", "O", "C", "C", "C", "H", "H", "H", "H", "H", "H", "H", "H"],
  "positions_angstrom": [[-4.972134, 3.314232, -4.269343], [-3.886178, 3.857777, -3.520492], [-3.982703, 5.178679, -3.186994], [-4.810598, 5.973934, -3.557446], [-2.943114, 5.505743, -2.410157], [-2.871117, 6.885039, -1.965372], [-4.837616, 2.283508, -4.562392], [-5.023833, 3.941513, -5.115513], [-5.914816, 3.371059, -3.749486], [-1.866518, 6.950897, -1.516897], [-3.607076, 7.314296, -1.242707], [-2.836867, 7.504152, -2.863699], [3.135860, 0.420050, 0.575234], [1.893912, 1.311160, 0.716675], [0.745503, 0.611830, 0.536499], [0.668454, -0.573204, 0.281868], [-0.289258, 1.337980, 0.773486], [-1.564096, 0.586740, 0.697327], [3.018931, -0.407866, 1.252231], [3.898605, 1.117309, 0.920918], [3.339693, 0.141405, -0.448888], [-2.378360, 1.284958, 0.675206], [-1.682139, -0.136538, 1.461154], [-1.581936, -0.035991, -0.203756], [3.374399, 5.623604, 1.307038], [3.720695, 5.033412, 0.043274], [4.123687, 3.657907, 0.094641], [5.418049, 3.416408, 0.878526], [6.108469, 2.330735, 0.296274], [7.106049, 1.873056, 1.194027], [8.202636, 1.064396, 0.458028], [7.892650, -0.318753, 0.388846], [8.779217, -1.046871, -0.384128], [4.250395, 5.563076, 1.991119], [2.540621, 5.138933, 1.690388], [3.135797, 6.569509, 0.891472], [4.241600, 3.351842, -0.947086], [3.276305, 3.145122, 0.520063], [5.092337, 3.199337, 1.915130], [6.025010, 4.363536, 0.904145], [6.775940, 1.274122, 2.034915], [7.628052, 2.769996, 1.630969], [9.197634, 1.211778, 0.876987], [8.229401, 1.411914, -0.572446], [8.717735, -1.001133, -1.476382], [8.741793, -2.121886, -0.158824], [9.893110, -0.750124, -0.237040], [3.071382, 3.933580, -3.500954], [2.029263, 4.823803, -4.001295], [1.068900, 5.134274, -3.081869], [0.337184, 3.934579, -2.486033], [-0.013777, 2.996417, -3.507731], [-0.718355, 1.793857, -3.116643], [-0.895653, 0.924706, -4.387490], [-2.019453, 0.061176, -4.201550], [-2.253248, -0.690976, -5.362447], [3.742295, 4.370633, -2.731189], [3.682251, 3.519875, -4.371852], [2.651192, 3.054618, -2.915977], [0.374408, 5.882483, -3.571085], [1.496079, 5.620969, -2.201103], [-0.587467, 4.307652, -2.051232], [0.985419, 3.513860, -1.659809], [-1.778045, 1.938198, -2.769200], [-0.139936, 1.324827, -2.344134], [-0.024176, 0.200387, -4.569650], [-1.041454, 1.595922, -5.217312], [-3.084940, -1.326546, -5.172442], [-1.399118, -1.247848, -5.702421], [-2.481730, 0.024489, -6.179258], [-1.223940, -5.445537, 3.518440], [-2.318206, -4.531933, 3.810204], [-2.587780, -3.666235, 2.783159], [-3.554266, -2.628372, 3.388702], [-4.052714, -1.659170, 2.502116], [-4.981940, -2.095358, 1.506720], [-5.578597, -0.871493, 0.870017], [-4.692604, -0.348339, -0.190037], [-5.267258, 0.744323, -0.838024], [-1.150482, -6.201787, 4.275493], [-0.274684, -4.826595, 3.482064], [-1.452497, -5.809239, 2.454245], [-2.956268, -4.289249, 1.933284], [-1.673968, -3.221632, 2.336059], [-3.086336, -2.141268, 4.239677], [-4.346042, -3.214414, 3.819325], [-5.839119, -2.670829, 2.037012], [-4.523868, -2.796845, 0.793208], [-5.756915, -0.114140, 1.610062], [-6.520720, -1.152358, 0.385407], [-4.678217, 1.133049, -1.668205], [-5.507624, 1.561460, -0.163930], [-6.266445, 0.313293, -1.234806], [-2.269681, -3.937361, -1.216682], [-1.274098, -4.563800, -0.446747], [-0.131947, -3.690050, -0.519559], [1.024273, -4.379283, 0.192890], [2.238718, -3.708317, -0.159189], [3.399459, -4.436514, 0.158339], [4.568072, -3.480591, 0.320191], [4.249012, -2.607557, 1.412793], [5.226798, -1.718926, 1.717165], [-2.501484, -2.972204, -0.803966], [-3.171103, -4.557644, -1.124907], [-1.927550, -3.836352, -2.245134], [-0.319272, -2.709695, -0.041113], [-0.015491, -3.443922, -1.649585], [1.136148, -5.430594, -0.168593], [0.893542, -4.312500, 1.259290], [3.766387, -5.186673, -0.610970], [3.344828, -5.039273, 1.056040], [4.653664, -2.879565, -0.604017], [5.537599, -4.038875, 0.492597], [4.954080, -1.028180, 2.530951], [5.539185, -1.060228, 0.907717], [6.168821, -2.266496, 2.022536], [-4.551046, -1.703561, -2.776689], [-4.624435, -2.607212, -3.857498], [-5.611280, -3.615214, -3.757043], [-7.089853, -3.166783, -3.801994], [-7.452571, -2.675661, -2.525594], [-8.591007, -1.851566, -2.629207], [-9.145416, -1.738001, -1.267993], [-8.349690, -0.947164, -0.376014], [-9.059585, 0.130045, 0.284348], [-4.587748, -2.243948, -1.813646], [-5.460271, -1.127097, -2.755831], [-3.716521, -1.030307, -2.827442], [-5.489151, -4.128091, -2.813350], [-5.377822, -4.212383, -4.645465], [-7.688395, -4.089944, -3.958293], [-7.335310, -2.430293, -4.557762], [-9.448740, -2.335799, -3.168115], [-8.265771, -0.885659, -3.081113], [-9.311425, -2.719653, -0.806001], [-10.139527, -1.232218, -1.356500], [-8.336921, 0.677440, 0.911972], [-9.892157, -0.223029, 0.914434], [-9.337020, 0.766950, -0.534847], [-0.720806, 1.469291, 7.539900], [0.487221, 0.783121, 7.704751], [0.277658, -0.648469, 7.741515], [-0.096894, -1.159464, 6.396299], [0.657118, -0.598957, 5.339922], [0.123422, -1.031303, 4.067476], [1.215250, -1.923140, 3.434830], [1.257209, -3.039895, 4.310736], [2.557824, -3.583891, 4.176242], [-0.340722, 2.493472, 7.591046], [-1.390931, 1.304981, 8.385376], [-1.151331, 1.308752, 6.540946], [-0.575450, -0.941834, 8.348909], [1.176873, -1.132923, 8.193563], [-1.177206, -0.881716, 6.385872], [0.071041, -2.246923, 6.348214], [-0.086684, -0.139032, 3.486292], [-0.786466, -1.630113, 4.055303], [2.000356, -1.239745, 3.564541], [0.999781, -2.194355, 2.404230], [3.253793, -3.009601, 4.893880], [2.883845, -3.371998, 3.167511], [2.556907, -4.622925, 4.443994], [0.999747, -3.518498, -3.883710], [1.511471, -2.172478, -4.034169], [1.430342, -1.483180, -2.799295], [2.279493, -0.165515, -2.935959], [3.639803, -0.411612, -2.635622], [4.514748, 0.619633, -2.986702], [5.774603, 0.040422, -3.433430], [6.780853, 0.998706, -3.380479], [7.919728, 0.665030, -4.124214], [1.596663, -4.073271, -3.149602], [1.035076, -3.956535, -4.867367], [-0.050824, -3.533371, -3.590488], [1.860186, -2.068695, -1.968913], [0.403523, -1.208982, -2.530289], [1.870821, 0.527710, -2.199058], [2.183302, 0.216712, -3.965030], [4.872517, 1.243121, -2.165693], [4.013086, 1.203917, -3.767458], [5.658967, -0.247706, -4.497123], [6.028511, -0.878254, -2.872901], [8.563614, 1.534441, -4.204243], [7.692404, 0.301675, -5.161310], [8.515038, -0.059314, -3.595386], [2.001630, 4.046473, 3.691814], [1.526227, 3.149677, 4.382667], [0.229903, 2.752118, 4.352285], [-0.724343, 3.586541, 3.738469], [-2.112729, 2.996726, 3.789119], [2.398813, 2.308947, 5.246281], [-0.439869, 3.614073, 2.690547], [-0.729535, 4.572294, 4.092445], [-2.772699, 3.513580, 3.086485], [-2.512137, 3.040082, 4.801366], [-2.152375, 1.919224, 3.451967], [3.017907, 1.666999, 4.605284], [1.857652, 1.752227, 6.058113], [3.063071, 2.960645, 5.794935]],
  "forces_ev_per_a": [[-0.22, 0.62, 0.10], [0.30, 0.51, 1.22], [0.07, -0.02, -0.46], [-0.07, -0.78, 0.03], [-0.50, -0.19, 0.75], [1.10, 0.47, -0.42], [0.82, -0.16, 0.23], [-0.53, 0.38, -1.35], [-0.25, 0.21, 0.48], [-0.48, -0.11, -0.01], [0.12, -1.14, -0.69], [-0.28, 0.12, 0.16], [-1.10, 2.03, 0.76], [0.22, -1.78, -0.80], [1.80, -1.34, 0.42], [0.68, 0.04, -0.28], [-2.55, 0.99, 0.39], [0.78, 0.09, -1.51], [-0.07, -0.38, -0.07], [0.10, -0.33, -0.03], [-0.33, -0.19, -0.17], [-0.06, 0.49, 0.13], [0.17, -0.33, 1.32], [0.07, 0.51, -0.13], [2.20, -0.57, -1.78], [0.88, -0.85, -0.35], [-0.28, 1.19, -0.26], [-0.92, 0.79, 0.24], [0.17, -0.33, 0.80], [2.17, 0.49, -0.46], [-0.92, 0.23, -0.81], [-0.40, -0.01, 0.45], [2.91, -0.60, -0.32], [-0.72, 0.50, -0.18], [-1.53, -0.82, 1.08], [-0.20, 1.48, 0.89], [0.15, -0.09, 0.12], [-0.11, -0.65, 0.21], [0.54, -0.09, -0.15], [-0.25, -0.81, -0.17], [-0.74, -0.15, 0.17], [-0.40, -0.64, -0.30], [0.04, -0.01, 0.39], [0.09, 0.46, -0.22], [-0.84, 0.54, -0.08], [-0.33, 0.37, 0.32], [-1.56, -0.24, 0.30], [-0.23, -0.99, 0.08], [2.43, -1.33, -0.61], [-1.43, 0.71, 0.60], [-0.27, -0.63, 0.13], [-0.26, -0.45, 0.14], [-0.58, 0.71, -0.96], [1.21, -1.50, 1.23], [0.39, 0.55, 0.44], [-0.22, 1.45, -0.69], [-0.30, 0.54, -0.74], [-0.99, 0.84, 1.10], [0.09, 0.76, -1.08], [0.59, -1.00, 0.40], [0.15, 0.38, 0.16], [-0.11, 0.08, 0.43], [-0.72, -0.11, -0.81], [0.90, 0.48, 0.01], [0.16, -0.57, 0.52], [-0.75, 1.39, 0.03], [-0.04, 0.23, -0.56], [-0.61, -0.58, 0.04], [0.67, -0.50, 0.12], [-0.17, -0.40, 0.06], [-0.36, 2.19, -2.23], [1.24, -1.47, 1.68], [0.12, 0.28, -1.37], [0.19, -0.76, -0.85], [0.25, 0.21, -0.29], [-0.73, -0.67, 1.55], [0.65, -0.43, -2.06], [0.54, -0.49, 1.55], [-2.56, -1.09, -0.65], [-0.24, -0.35, 0.19], [-0.83, -0.80, 0.07], [0.64, -0.18, 1.48], [-0.52, 0.68, 0.18], [-0.07, 0.28, 0.46], [0.29, 0.31, -0.18], [-0.81, -0.33, 0.21], [1.15, 0.77, -0.76], [-0.07, 0.34, -0.01], [-0.01, 0.50, 0.49], [0.22, 0.13, 0.18], [0.31, -0.34, 0.13], [0.03, 0.29, 0.30], [1.14, 1.26, 0.15], [-0.67, -1.02, 0.47], [0.85, 0.77, 0.19], [-0.33, 0.11, -1.13], [0.83, -0.33, -1.80], [0.14, -0.32, 0.02], [1.50, -0.42, -0.63], [-0.14, 0.53, 0.17], [-1.17, -1.33, -0.63], [2.71, 0.72, 0.85], [-0.14, 0.78, 0.09], [0.17, 0.12, -0.37], [-0.29, 0.04, -0.28], [-0.14, -0.36, -0.06], [0.57, -0.60, 2.11], [-0.50, 0.50, 0.51], [-0.19, -0.31, 0.61], [-0.92, 0.72, 0.16], [-0.59, 0.03, 0.60], [0.16, -0.10, 0.24], [-0.93, 0.50, -0.03], [-0.28, -0.58, -0.02], [-0.11, -0.04, -0.53], [-0.64, 0.56, -0.08], [-1.37, -0.84, 0.89], [0.42, 0.23, -0.44], [-0.20, 1.10, -0.84], [0.67, -1.19, 0.63], [-0.12, 0.08, -0.44], [0.17, -0.43, 0.03], [-1.44, 1.75, 1.60], [-0.33, -0.08, 0.39], [1.04, -0.83, -0.38], [0.42, 0.10, -0.28], [-0.38, 0.58, -0.02], [0.62, -0.08, -0.31], [0.10, -0.62, 0.27], [-0.35, -0.42, 0.44], [0.17, 0.37, -0.36], [0.26, 0.14, -0.43], [0.91, 0.29, -0.34], [-0.66, -0.39, 0.19], [0.11, 0.04, -0.29], [0.45, -0.43, 0.04], [-0.20, -0.39, -0.23], [0.16, 0.11, -0.40], [-0.81, 0.73, 0.01], [0.92, 1.23, -0.22], [0.02, -2.10, 0.67], [1.67, 0.51, 0.48], [-0.29, -0.49, -0.29], [-1.36, -0.25, -0.42], [0.73, -0.30, -0.63], [-3.09, 0.82, 1.43], [0.56, -0.03, -0.79], [0.81, 1.47, 1.37], [-0.75, 0.27, -0.13], [-0.32, -0.18, -0.18], [-0.22, -0.05, 0.37], [-0.10, 0.28, 0.64], [-0.43, 0.65, -0.52], [0.41, -0.48, -1.06], [-0.64, 0.13, 0.22], [0.15, 0.23, -0.27], [-0.28, 0.09, 0.91], [2.19, 0.23, -0.26], [0.23, -0.01, -0.21], [-0.71, -0.88, -0.96], [0.52, -0.55, -0.26], [-0.01, -0.55, 0.00], [0.42, 1.05, -0.36], [-0.68, -1.07, 0.56], [1.56, 1.31, -0.09], [-0.81, -1.20, 0.28], [-0.29, -0.84, 0.35], [-0.79, 0.80, 0.32], [1.08, -1.74, -2.21], [0.33, 0.82, 0.12], [0.08, 0.08, -0.68], [-0.07, -0.01, -0.17], [0.29, -0.32, -0.27], [-0.09, 0.21, 0.13], [-0.15, 0.08, -0.22], [-0.10, -0.08, -0.16], [-0.05, 0.42, -0.11], [-0.08, 0.07, 0.31], [-0.92, 0.48, 0.58], [0.48, 0.32, 0.14], [0.09, -0.35, 0.25], [-0.09, 0.29, 0.08], [-0.17, 0.36, -0.05], [0.00, 0.20, 0.82], [0.23, -0.80, 0.12], [-1.32, -0.87, 0.96], [0.49, 0.73, -1.47], [0.74, -0.07, 1.46], [-0.26, -1.23, -2.49], [-0.16, -1.47, -0.01], [-0.46, -0.75, 1.40], [0.07, 0.37, -0.32], [0.32, 1.41, 0.89], [0.11, 0.24, 0.28], [-0.23, 0.01, -0.02], [0.34, 1.00, 0.42], [-0.31, -0.03, 0.27], [0.31, 0.08, -1.24], [0.37, 0.40, -0.17]],
  "lowdin_charge": [-0.0371, -0.0175, -0.5762, 0.1255, -0.0237, -0.0320, 0.0914, 0.0797, 0.0928, 0.0919, 0.1083, 0.0931, 0.0621, -0.0170, -0.6569, 0.0846, 0.0246, 0.0163, 0.0681, 0.0745, 0.0814, 0.0874, 0.0688, 0.0933, -0.0645, -0.2175, -0.1831, -0.2063, -0.1363, -0.1772, -0.1739, -0.1926, -0.1430, 0.1008, 0.0394, 0.0830, 0.1036, 0.0940, 0.1288, 0.1454, 0.1216, 0.1353, 0.1208, 0.1223, 0.0625, 0.0873, 0.1133, -0.0702, -0.1611, -0.2495, -0.1910, -0.1342, -0.1392, -0.1687, -0.2163, -0.1029, 0.0779, 0.1097, 0.0738, 0.1437, 0.1175, 0.1089, 0.1292, 0.1339, 0.0874, 0.1298, 0.1210, 0.0600, 0.0818, 0.0987, -0.0479, -0.2019, -0.2538, -0.1790, -0.1403, -0.1677, -0.1470, -0.2156, -0.1353, 0.0753, 0.0810, 0.1078, 0.1250, 0.1199, 0.1175, 0.1163, 0.1575, 0.1144, 0.1221, 0.0983, 0.0818, 0.0825, 0.1004, -0.1211, -0.1902, -0.1843, -0.1468, -0.1436, -0.2171, -0.1667, -0.2110, -0.1719, 0.0711, 0.0984, 0.0822, 0.1089, 0.0992, 0.1438, 0.1044, 0.1414, 0.1178, 0.1319, 0.1433, 0.0945, 0.0698, 0.1087, -0.0958, -0.1942, -0.1728, -0.1806, -0.1552, -0.2216, -0.2047, -0.2549, -0.0672, 0.0830, 0.0667, 0.0765, 0.1170, 0.1313, 0.1336, 0.1223, 0.1435, 0.1480, 0.1379, 0.1306, 0.0878, 0.0952, 0.0808, -0.1201, -0.1990, -0.1887, -0.2282, -0.1148, -0.1395, -0.1897, -0.1964, -0.0858, 0.0955, 0.0926, 0.0836, 0.1173, 0.1376, 0.1262, 0.1352, 0.1129, 0.1065, 0.1041, 0.1164, 0.1219, 0.0530, 0.0790, -0.0788, -0.1733, -0.1936, -0.1609, -0.1390, -0.2155, -0.2369, -0.1722, -0.1129, 0.0930, 0.0833, 0.0642, 0.1125, 0.1165, 0.1003, 0.1308, 0.1249, 0.1186, 0.1341, 0.1417, 0.0859, 0.1042, 0.0613, 0.0721, -0.4911, -0.0077, -0.2405, -0.0604, 0.0268, 0.1175, 0.1105, 0.0798, 0.0692, 0.0866, 0.0956, 0.0827, 0.0832]
}